1.
{"formula": "C20H38F14InN3O26S9", "method": "the ωB97M-V functional and the def2-TZVPD basis", "species": ["In", "C", "F", "F", "F", "S", "O", "O", "N", "S", "O", "O", "C", "F", "F", "F", "C", "F", "F", "F", "S", "O", "O", "N", "S", "O", "O", "C", "F", "F", "F", "N", "S", "O", "O", "F", "S", "O", "O", "F", "C", "C", "C", "S", "O", "O", "C", "H", "H", "H", "H", "H", "H", "H", "H", "C", "C", "C", "S", "O", "O", "C", "H", "H", "H", "H", "H", "H", "H", "H", "C", "C", "O", "S", "O", "O", "O", "H", "H", "H", "H", "C", "C", "O", "O", "H", "H", "H", "H", "H", "H", "C", "C", "O", "O", "H", "H", "H", "H", "H", "H", "C", "C", "O", "O", "H", "H", "H", "H", "H", "H"], "positions_angstrom": [[-2.9580, 1.8805, 0.1746], [-7.5683, 0.2769, -0.2414], [-8.4160, -0.5887, 0.2398], [-7.2964, 0.1321, -1.5345], [-8.1220, 1.4846, -0.1346], [-5.9353, 0.2255, 0.7494], [-5.5785, 1.6082, 1.0247], [-6.2939, -0.5708, 1.8686], [-4.7588, -0.2734, -0.3301], [-4.8664, -1.8835, -0.2711], [-3.9476, -2.4555, 0.6740], [-6.1830, -2.4368, -0.3078], [-4.1301, -2.3078, -1.9577], [-2.8277, -2.1838, -1.9658], [-4.4781, -3.5857, -2.1385], [-4.7541, -1.6181, -2.9074], [-2.1568, 3.9452, 4.5898], [-2.2325, 2.7241, 5.0955], [-2.5570, 4.7998, 5.5091], [-0.9099, 4.2044, 4.2505], [-3.3318, 4.0528, 3.1114], [-4.0156, 2.7964, 3.0202], [-4.1714, 5.1900, 3.2194], [-2.2390, 4.0777, 1.7774], [-1.8084, 5.6128, 1.4609], [-2.6901, 6.2357, 0.5261], [-1.6407, 6.3461, 2.6794], [-0.1039, 5.5260, 0.7068], [0.0857, 4.6168, -0.2200], [0.1623, 6.7558, 0.2808], [0.7324, 5.3059, 1.7330], [-0.4945, 0.5869, 0.7941], [-0.0047, -0.7795, 0.1597], [0.6291, -1.6499, 1.0949], [0.3072, -0.8568, -1.2227], [-1.4806, -1.4287, 0.1478], [1.0160, 1.1631, 1.2308], [1.9027, 1.2922, 0.1268], [1.5536, 0.8588, 2.5081], [0.4870, 2.6381, 1.4600], [5.1237, 2.1308, 0.0635], [6.6613, 2.1531, 0.2894], [7.3491, 1.1493, -0.6195], [6.2040, 0.6672, -1.9901], [6.0289, -0.7560, -2.0767], [6.6690, 1.4951, -3.0759], [4.7233, 1.4002, -1.1813], [4.7815, 3.1675, 0.0816], [4.6461, 1.7868, 0.9837], [6.9475, 2.0071, 1.3270], [6.9372, 3.1664, -0.0079], [7.5053, 0.2359, -0.0386], [8.3248, 1.5397, -0.8946], [4.0843, 0.5182, -1.1613], [4.3598, 1.9636, -2.0435], [2.8729, 3.1066, -3.9289], [2.4605, 1.6894, -4.3674], [1.0791, 1.3611, -3.7763], [0.4523, 2.8304, -2.8925], [-0.1915, 2.3990, -1.6638], [-0.3430, 3.6317, -3.7920], [2.1102, 3.5692, -2.7070], [2.7124, 3.8393, -4.7224], [3.9498, 3.2107, -3.7750], [3.0611, 0.8424, -4.0408], [2.3807, 1.6588, -5.4513], [1.0984, 0.7168, -2.8915], [0.2720, 0.9870, -4.4011], [2.5274, 3.1613, -1.7812], [1.9839, 4.6337, -2.5203], [2.9407, -4.1290, 0.7051], [3.7623, -3.5968, -0.4785], [2.9438, -3.8249, -1.5924], [1.7567, -4.8656, -1.3273], [2.1586, -6.2216, -1.3489], [0.5983, -4.4833, -2.0358], [1.6290, -4.4299, 0.2223], [2.7720, -3.3433, 1.4419], [3.3803, -4.9431, 1.2803], [4.7555, -4.0528, -0.5160], [4.0419, -2.5582, -0.2944], [-1.6607, 0.1569, 4.1147], [-3.1256, -0.0959, 3.8240], [-3.3014, -0.0205, 2.3826], [-0.8771, -1.0173, 3.9368], [-1.5154, 0.4167, 5.1695], [-1.3455, 1.0151, 3.5117], [-3.8206, 0.5969, 4.2912], [-3.4543, -1.0941, 4.1246], [-3.2209, -0.9560, 2.1299], [0.0288, -0.7502, 4.1350], [-0.6496, -5.4954, 4.3059], [-0.3835, -4.5161, 3.1931], [0.5303, -3.4631, 3.4805], [-1.4501, -4.7976, 5.2728], [0.2744, -5.8693, 4.7572], [-1.2495, -6.3273, 3.9420], [-1.3106, -4.1584, 2.7280], [-0.0363, -5.0749, 2.3044], [0.0711, -2.7292, 3.0504], [-1.0722, -3.9146, 5.3489], [-0.5392, -2.1438, -4.0491], [-1.4134, -3.3150, -4.4188], [-0.9896, -3.8694, -5.6892], [-0.8319, -1.0068, -4.8856], [0.4931, -2.4304, -4.2638], [-0.7184, -1.7820, -3.0442], [-2.4106, -2.9024, -4.5807], [-1.1458, -4.1209, -3.7338], [-0.9048, -4.8170, -5.5748], [-0.4065, -1.0495, -5.7455]], "lowdin_charge": [1.46, -0.66, 0.20, 0.15, 0.15, 0.63, -0.35, -0.22, -0.29, 0.59, -0.25, -0.22, -0.67, 0.17, 0.14, 0.15, -0.66, 0.15, 0.18, 0.16, 0.65, -0.31, -0.22, -0.28, 0.59, -0.24, -0.22, -0.67, 0.15, 0.17, 0.13, -0.27, 0.46, -0.21, -0.22, -0.20, 0.51, -0.25, -0.21, -0.19, -0.21, -0.21, -0.22, 0.69, -0.32, -0.33, -0.22, 0.11, 0.11, 0.11, 0.11, 0.10, 0.10, 0.09, 0.06, -0.21, -0.16, -0.19, 0.69, -0.40, -0.31, -0.21, 0.12, 0.11, 0.11, 0.12, 0.08, 0.09, 0.08, 0.11, -0.17, -0.17, -0.17, 0.61, -0.20, -0.20, -0.20, 0.12, 0.13, 0.13, 0.12, -0.23, -0.15, -0.15, -0.06, 0.13, 0.10, 0.12, 0.15, 0.06, 0.09, -0.22, -0.26, -0.07, -0.08, 0.12, 0.12, 0.13, 0.11, 0.03, 0.07, -0.23, -0.22, -0.07, -0.09, 0.13, 0.08, 0.12, 0.11, 0.08, 0.09], "total_charge": 0, "energy_ev": -219782.85888, "molar_mass_g_mol": 1405.9, "max_force_ev_per_a": 6.39}

---

2.
{"formula": "C4H8Cl4", "method": "the ωB97M-V functional and the def2-TZVPD basis", "species": ["Cl", "C", "C", "Cl", "H", "H", "H", "H", "Cl", "C", "C", "Cl", "H", "H", "H", "H"], "positions_angstrom": [[-2.3300, -10.2573, 4.7975], [-3.8403, -9.8728, 3.9370], [-4.9444, -9.1930, 4.8175], [-4.3565, -7.7409, 5.5873], [-4.2274, -10.7784, 3.4699], [-3.6319, -9.2438, 3.0715], [-5.2620, -9.8960, 5.5876], [-5.7915, -8.9552, 4.1740], [-4.2603, -6.3724, 2.3881], [-3.1262, -5.3481, 3.2638], [-1.7765, -6.1028, 3.4903], [-0.6922, -5.1766, 4.6050], [-3.5607, -5.1363, 4.2408], [-3.0246, -4.4635, 2.6351], [-1.2088, -6.2775, 2.5763], [-1.9023, -7.0822, 3.9521]], "lowdin_charge": [0.53, -0.66, -0.66, 0.58, 0.07, 0.04, 0.07, 0.07, 0.56, -0.67, -0.64, 0.52, 0.05, 0.07, 0.07, 0.02], "total_charge": 0, "energy_ev": -54367.79872, "molar_mass_g_mol": 197.9, "smiles": "ClCCCl.ClCCCl", "max_force_ev_per_a": 1.94}

---

3.
{"formula": "H30O19S", "method": "the ωB97M-V functional and the def2-TZVPD basis", "species": ["S", "O", "O", "O", "O", "O", "H", "H", "O", "H", "H", "O", "H", "H", "O", "H", "H", "O", "H", "H", "O", "H", "H", "O", "H", "H", "O", "H", "H", "O", "H", "H", "O", "H", "H", "O", "H", "H", "O", "H", "H", "O", "H", "H", "O", "H", "H", "O", "H", "H"], "positions_angstrom": [[-0.1019, 0.0940, -0.0812], [1.3382, -0.0303, -0.4127], [-0.5626, 1.4928, -0.2715], [-0.9279, -0.7820, -0.9471], [-0.2046, -0.2918, 1.3462], [-1.1862, -0.9717, -3.6105], [-0.9993, -0.8138, -2.6598], [-0.3837, -1.3851, -3.9408], [-1.9485, -3.1544, -0.0697], [-2.8511, -2.9737, -0.3434], [-1.4459, -2.3776, -0.4088], [-2.0159, 2.0770, -2.5501], [-1.7440, 1.9950, -1.6112], [-2.1136, 1.1671, -2.8557], [0.7569, -2.7102, 2.2158], [1.6755, -2.6207, 2.4861], [0.4792, -1.8022, 1.9884], [0.5339, -4.4159, -0.8131], [0.7346, -3.5028, -1.0459], [-0.3523, -4.3823, -0.4190], [-2.3133, -0.6044, 3.0375], [-1.5083, -0.7025, 2.4868], [-2.6365, 0.2709, 2.7935], [-0.0072, 0.6777, 4.7912], [-0.4534, 0.4683, 3.9548], [-0.6987, 0.5644, 5.4468], [1.4967, 1.9978, 2.5234], [1.2990, 1.4136, 1.7761], [1.3706, 1.4133, 3.2815], [-3.4920, 0.1477, -0.6158], [-4.0930, -0.5118, -0.9720], [-2.6176, -0.2973, -0.5946], [-1.4184, 2.5478, 2.2597], [-0.5306, 2.7902, 2.5517], [-1.2431, 2.0195, 1.4622], [2.9309, 1.4706, -2.0451], [2.4416, 0.7783, -1.5472], [3.2227, 2.0779, -1.3604], [0.5372, 2.1898, -3.7597], [1.2945, 2.2612, -3.1654], [-0.2455, 2.1683, -3.1656], [0.5707, 3.9434, -0.6339], [1.5055, 3.7320, -0.5848], [0.1267, 3.0679, -0.5730], [3.0623, -1.2860, 1.5083], [2.2265, -1.1060, 1.0429], [3.6857, -1.4796, 0.8037], [2.0846, -1.8724, -2.3500], [1.7325, -1.1400, -1.8044], [2.9890, -1.6120, -2.5442]], "lowdin_charge": [0.42, -0.38, -0.36, -0.37, -0.36, -0.08, -0.02, 0.02, -0.07, 0.03, 0.00, -0.08, 0.01, 0.02, -0.08, 0.01, -0.02, -0.09, 0.00, 0.00, -0.09, -0.01, 0.02, -0.06, 0.01, 0.03, -0.06, 0.01, 0.01, -0.07, 0.02, -0.01, -0.08, 0.01, -0.01, -0.07, 0.00, 0.03, -0.10, -0.02, -0.01, -0.08, 0.01, -0.01, -0.07, 0.00, 0.03, -0.06, -0.01, 0.03], "total_charge": -2, "energy_ev": -50231.10117, "molar_mass_g_mol": 366.3, "max_force_ev_per_a": 0.90}

---

4.
{"formula": "C4H5N3", "method": "the ωB97M-V functional and the def2-TZVPD basis", "species": ["N", "C", "N", "C", "C", "C", "N", "H", "H", "H", "H", "H"], "positions_angstrom": [[-2.2443, -0.0917, -0.0437], [-0.8893, -0.0647, -0.1263], [-0.3646, 1.0367, 0.3498], [0.9376, 1.0932, 0.6112], [1.8066, 0.0436, 0.1812], [1.1269, -0.9955, -0.4769], [-0.1996, -1.0980, -0.6032], [-2.6992, -0.7886, -0.5939], [-2.7017, 0.7995, 0.0999], [0.6756, 1.9608, 1.2349], [2.8944, -0.0524, 0.2892], [1.6576, -1.8427, -0.9222]], "lowdin_charge": [0.14, -0.50, 0.05, -0.10, -0.05, -0.15, 0.11, 0.09, 0.10, 0.12, 0.09, 0.11], "total_charge": 0, "energy_ev": -8698.34913, "molar_mass_g_mol": 95.1, "smiles": "Nc1ncccn1", "max_force_ev_per_a": 3.76}

---

5.
{"formula": "C5H12OSi2", "method": "the ωB97M-V functional and the def2-TZVPD basis", "species": ["C", "C", "C", "C", "C", "O", "Si", "Si", "H", "H", "H", "H", "H", "H", "H", "H", "H", "H", "H", "H"], "positions_angstrom": [[0.3157, -1.9662, 2.0545], [-0.1885, 0.3241, -2.4070], [-0.8044, -1.2169, 1.9837], [0.0446, -0.4989, -1.1272], [-1.7863, 1.4763, 0.8380], [2.0712, 1.9343, -0.3240], [2.2423, 0.4967, -0.7008], [-0.7977, -0.0197, 0.3861], [0.5850, -2.6217, 2.8842], [1.1795, -1.6188, 1.5368], [-1.2354, 0.3606, -2.8038], [0.0407, 1.3365, -2.1695], [-1.6452, -1.2225, 2.5369], [0.2921, -1.6081, -1.2290], [-2.7743, 1.2280, 1.3205], [-1.2849, 1.8141, 1.7045], [-1.9418, 2.1193, 0.0033], [2.6086, 0.1537, -1.9405], [2.4895, -0.3904, 0.5829], [0.5892, -0.0804, -3.1296]], "lowdin_charge": [-0.06, -0.24, -0.18, -0.46, -0.18, -0.46, 0.43, 0.85, 0.06, -0.02, 0.08, 0.03, 0.00, 0.07, 0.06, 0.02, 0.02, -0.07, -0.03, 0.08], "total_charge": 0, "energy_ev": -23178.82490, "molar_mass_g_mol": 144.3, "max_force_ev_per_a": 6.07}

---

6.
{"formula": "C11H18BrN2O3", "method": "the ωB97M-V functional and the def2-TZVPD basis", "species": ["C", "N", "C", "N", "C", "C", "C", "C", "C", "C", "C", "C", "C", "O", "O", "Br", "H", "H", "H", "H", "H", "H", "H", "H", "H", "H", "H", "H", "H", "H", "H", "O", "H", "H", "H"], "positions_angstrom": [[3.6474, -1.9275, 1.8644], [2.8975, -2.3191, 0.6663], [2.8205, -1.3058, -0.3516], [1.4976, -0.5661, -0.4178], [0.9850, -0.1830, 0.9032], [-0.4036, 0.4241, 0.7754], [-0.7384, 1.6548, 1.2783], [-2.0111, 2.1666, 1.1730], [-2.9735, 1.4177, 0.5403], [-2.6498, 0.1698, 0.0323], [-3.7620, -0.6607, -0.6265], [-1.3752, -0.3276, 0.1402], [1.7593, 0.5992, -1.1896], [1.9773, 0.5329, -2.3795], [1.7869, 1.8620, -0.5761], [3.4543, 2.2442, 0.0890], [2.9847, -1.5401, 2.6574], [4.2135, -2.7575, 2.2940], [4.3510, -1.1177, 1.6575], [1.9912, -2.6947, 0.9039], [3.6701, -0.6185, -0.3030], [2.9254, -1.8105, -1.3197], [0.8831, -1.0291, 1.5877], [1.5985, 0.5574, 1.4377], [0.0493, 2.2230, 1.7674], [-2.2049, 3.1364, 1.6164], [-3.9815, 1.8152, 0.4508], [-4.1507, -1.3319, 0.1479], [-3.3854, -1.2844, -1.4449], [-4.6127, -0.0389, -0.9217], [-1.1729, -1.3161, -0.2648], [-2.7242, 0.9646, -3.1226], [-2.1097, 0.4080, -3.6427], [-2.5530, 1.9165, -3.2691], [-2.6840, 0.7374, -2.1539]], "lowdin_charge": [-0.11, -0.09, -0.20, -0.01, -0.15, -0.20, -0.03, -0.05, -0.06, -0.32, -0.06, -0.01, -0.63, 0.12, -0.54, 0.89, 0.07, 0.08, 0.08, 0.10, 0.09, 0.13, 0.13, 0.10, 0.13, 0.12, 0.12, 0.10, 0.08, 0.08, 0.14, 0.33, 0.20, 0.20, 0.14], "total_charge": 1, "energy_ev": -90854.02958, "molar_mass_g_mol": 306.2, "max_force_ev_per_a": 2.15}